Record 1
The following is a quantum chemistry calculation of C22H39N3O2PS6Sn as an isolated structure, from the Open Molecules 2025 dataset.

XYZ file:
```
74
Properties=species:S:1:pos:R:3:forces:R:3
Sn -0.1059 0.6840 -1.3887 0.1 -0.4 -0.1
C -2.9895 2.1302 2.3505 0.0 0.1 -0.1
C -3.9374 1.7913 1.1954 0.2 -0.1 0.0
S -3.4654 0.3707 0.1726 -0.2 0.1 0.0
C -4.0579 -1.0210 1.1653 0.2 0.1 0.1
C -3.1574 -1.4660 2.3285 0.0 0.0 -0.1
S -1.4150 -1.6524 1.8399 0.1 0.0 -0.1
C -0.6641 -0.8595 3.2944 0.0 -0.1 -0.1
C 0.8346 -0.5861 3.1572 -0.2 0.1 -0.2
S 1.3246 0.6642 1.9438 0.1 -0.1 0.1
C 1.0859 2.1751 2.9083 -0.2 0.0 -0.1
C -0.3646 2.5918 3.2101 0.0 0.0 -0.1
S -1.3617 2.5761 1.6950 0.0 -0.1 0.0
H -2.8852 1.2873 3.0374 0.0 0.0 0.0
H -3.3991 2.9778 2.9054 -0.1 0.0 0.0
H -3.9544 2.6218 0.4860 0.0 0.0 0.1
H -4.9497 1.6269 1.5716 0.0 0.1 0.0
H -4.1609 -1.8350 0.4438 0.0 0.0 0.1
H -5.0547 -0.7810 1.5437 0.0 -0.1 0.0
H -3.5200 -2.4208 2.7175 -0.1 0.0 0.0
H -3.2027 -0.7406 3.1423 0.0 0.0 0.0
H -0.8321 -1.5097 4.1568 0.0 0.0 0.1
H -1.1976 0.0756 3.4536 0.0 -0.1 0.0
H 1.3561 -1.4888 2.8477 0.0 -0.1 0.0
H 1.2201 -0.2758 4.1318 0.0 -0.1 0.0
H 1.5614 2.9391 2.2850 0.0 0.0 0.1
H 1.6481 2.0943 3.8432 0.0 0.1 0.0
H -0.3612 3.6048 3.6175 0.0 0.0 0.1
H -0.8224 1.9315 3.9501 0.1 0.0 0.0
C -1.9973 6.1495 -2.2911 0.1 -0.1 0.1
S -1.2824 5.6301 -0.7082 0.1 -0.1 -0.1
C -0.6825 4.0004 -1.1546 0.2 -0.3 0.1
S -1.7967 2.8302 -1.7830 0.0 0.1 -0.2
N 0.5692 3.7973 -0.8771 -0.1 0.0 0.0
N 1.0575 2.5530 -1.1616 0.2 0.3 -0.2
C 2.4149 2.4225 -1.0632 -0.5 0.2 0.0
C 2.9562 1.2537 -1.5470 0.0 -0.3 -0.2
C 4.3604 0.9591 -1.6378 -0.1 0.0 0.1
C 4.7822 -0.1777 -2.2469 -0.2 -0.1 -0.2
C 3.8190 -1.0898 -2.7999 0.1 0.3 0.1
C 2.4909 -0.7910 -2.6457 -0.2 0.3 0.2
N 2.0393 0.3171 -2.0173 0.3 -0.1 -0.2
H -2.6294 7.0188 -2.1016 0.0 -0.1 0.0
H -1.2091 6.4111 -2.9977 -0.1 0.0 0.0
H -2.5995 5.3314 -2.6866 0.0 0.1 0.0
H 3.0046 3.2329 -0.6502 0.0 0.0 0.0
H 5.0660 1.6800 -1.2370 0.0 -0.1 0.0
H 5.8417 -0.3885 -2.3406 0.0 0.0 0.0
H 4.1258 -1.9855 -3.3220 0.0 0.0 -0.1
H 1.7033 -1.4359 -3.0366 0.1 0.2 0.1
C 1.9885 -3.9363 -1.5052 -0.1 0.0 -0.2
P 2.1549 -3.0483 0.0492 -0.4 0.6 0.0
C 3.8993 -2.6961 0.2518 0.2 0.0 0.0
C 1.7764 -4.3001 1.2989 -0.1 -0.1 0.1
O 1.2939 -1.8324 0.1558 0.3 -0.6 0.2
H 2.4881 -4.9070 -1.4755 0.0 0.0 0.0
H 2.3983 -3.3230 -2.3100 0.0 -0.2 0.1
H 0.9177 -4.0580 -1.6887 0.1 0.0 0.0
H 4.5044 -3.6058 0.1995 0.0 0.1 0.0
H 4.0335 -2.2110 1.2202 0.0 0.0 0.0
H 4.1975 -1.9958 -0.5331 0.0 -0.1 0.1
H 2.3094 -5.2357 1.0991 -0.1 0.1 0.1
H 0.6970 -4.4731 1.2790 0.1 0.0 0.0
H 2.0501 -3.9322 2.2901 0.0 0.0 0.0
C -1.9422 -2.6829 -1.9474 0.2 0.2 0.0
O -0.7677 -2.0768 -2.4795 -0.1 -0.2 -0.1
C -0.8002 -0.8464 -3.1266 0.0 0.5 0.4
C -2.1627 -0.4575 -3.6572 0.0 -0.1 0.1
H -2.6460 -1.9375 -1.5707 0.0 0.0 0.0
H -1.6208 -3.3100 -1.1132 0.0 0.0 0.0
H -2.4421 -3.3002 -2.6984 -0.1 0.0 0.0
H -2.5312 -1.2373 -4.3409 0.0 0.1 0.0
H -2.0641 0.4785 -4.2088 0.0 0.0 0.0
H -2.9375 -0.2994 -2.8886 0.1 0.0 -0.1
```
Positions in Å, forces in eV/Å.

Calculated values
Energy relative to the best compared isomer or geometry (same formula, charge and spin): 17.0 kcal/mol
Gap between HOMO and LUMO (spin up / spin down): 4.44 / 4.24 eV
F_max: 0.73 eV Å⁻¹
Net charge: -1

What are the Löwdin partial charges on each atom? They are as follows, in elementary charge units:
1. Sn 1.059
2. C -0.519
3. C -0.538
4. S 0.774
5. C -0.544
6. C -0.533
7. S 0.839
8. C -0.524
9. C -0.526
10. S 0.815
11. C -0.537
12. C -0.517
13. S 0.838
14. H 0.041
15. H 0.076
16. H 0.050
17. H 0.072
18. H 0.056
19. H 0.069
20. H 0.064
21. H 0.053
22. H 0.076
23. H 0.023
24. H 0.038
25. H 0.074
26. H 0.067
27. H 0.068
28. H 0.069
29. H 0.057
30. C -0.448
31. S 0.736
32. C -1.181
33. S 0.433
34. N -0.102
35. N -0.250
36. C -0.167
37. C -0.311
38. C -0.056
39. C -0.134
40. C -0.142
41. C -0.194
42. N -0.067
43. H 0.017
44. H 0.026
45. H -0.010
46. H 0.105
47. H 0.100
48. H 0.088
49. H 0.083
50. H 0.082
51. C -0.163
52. P 0.522
53. C -0.161
54. C -0.185
55. O -0.435
56. H 0.051
57. H 0.026
58. H 0.050
59. H 0.054
60. H 0.055
61. H 0.024
62. H 0.046
63. H 0.046
64. H 0.043
65. C -0.113
66. O -0.308
67. C -0.368
68. C -0.205
69. H 0.052
70. H 0.075
71. H 0.083
72. H 0.069
73. H 0.053
74. H 0.041

Record 2
The following is a quantum chemistry calculation of a 5-piece molecular cluster, C22H39N5O2 overall in a non-equilibrium geometry, from the Open Molecules 2025 dataset.

XYZ file:
```
68
Properties=species:S:1:pos:R:3:forces:R:3
C -6.5042 0.5508 4.1142 0.3 -0.1 -0.1
C -6.1567 0.8344 5.5665 -0.1 0.2 0.4
C -6.2599 -0.4264 6.4408 0.8 0.3 0.1
C -6.2526 -0.0992 7.8674 -0.3 -0.3 -0.1
N -6.1986 0.1183 8.9921 0.0 0.2 0.1
H -7.2431 -0.2485 4.0558 -0.1 0.0 -0.1
H -5.6107 0.2432 3.5690 -0.1 -0.1 -0.1
H -6.9076 1.4299 3.6168 0.0 0.0 0.0
H -6.8041 1.6205 5.9615 -0.1 -0.2 0.1
H -5.1444 1.2262 5.6810 0.0 0.1 -0.2
H -5.3481 -1.0224 6.3245 -0.2 -0.1 -0.3
H -7.1038 -1.0477 6.1507 -0.2 0.0 0.3
C 4.5058 -0.6397 -2.8593 0.4 0.0 -0.4
C 5.2722 -0.6543 -1.5414 -0.3 0.8 0.3
C 5.2246 -1.9931 -0.8125 0.1 0.0 0.4
C 3.9693 -2.1426 -0.0669 0.1 -0.1 -0.2
N 2.9855 -2.2699 0.5081 -0.2 0.1 0.0
H 5.1493 -0.9785 -3.6770 0.0 -0.1 0.1
H 4.1955 0.3708 -3.1233 -0.1 0.0 0.0
H 3.6377 -1.3003 -2.8559 -0.1 0.1 0.2
H 4.8649 0.0986 -0.8569 -0.2 -0.1 -0.1
H 6.2894 -0.2821 -1.6738 0.1 -0.5 -0.2
H 6.0258 -2.0546 -0.0726 0.0 -0.1 -0.1
H 5.3024 -2.8466 -1.4871 0.2 0.0 0.0
C 5.3635 -1.7688 -7.9815 0.3 -0.7 0.1
O 4.3306 -0.9980 -7.4418 -0.2 0.1 0.0
C 3.5336 -1.7535 -6.5434 0.6 0.9 0.2
C 2.3471 -0.9054 -6.1542 -1.2 -0.3 -0.2
N 1.3600 -1.7365 -5.4567 0.5 0.0 -0.5
C 0.2603 -1.0673 -4.8132 0.1 -0.2 1.1
C 0.6792 -0.1627 -3.6516 -0.5 0.0 0.1
O -0.4974 0.3584 -3.0434 0.1 0.1 -0.6
C -0.2042 1.3866 -2.1514 0.3 1.0 1.0
H 5.9935 -1.1576 -8.6209 -0.1 0.2 -0.1
H 4.9604 -2.6148 -8.5582 0.1 0.1 -0.1
H 6.0041 -2.2034 -7.1973 -0.1 0.1 0.0
H 4.1492 -1.9316 -5.6461 -0.2 -0.4 -0.1
H 3.2350 -2.7000 -7.0023 -0.2 0.0 0.1
H 1.8321 -0.5536 -7.0557 0.3 0.1 -0.1
H 2.6379 -0.0058 -5.6016 0.3 -0.1 0.1
H 1.7876 -2.4363 -4.8678 0.0 0.1 0.2
H -0.3427 -1.8501 -4.3446 -0.3 0.1 -0.3
H -0.3592 -0.5005 -5.5075 0.1 -0.1 -0.2
H 1.3157 0.6593 -3.9956 0.1 0.0 0.1
H 1.2091 -0.7611 -2.8976 0.3 0.1 -0.1
H 0.4730 2.1648 -2.5388 0.1 -0.4 -0.3
H 0.2460 1.0187 -1.2176 0.0 -0.1 -0.1
H -1.0847 1.9675 -1.8681 -0.3 -0.5 -0.2
N -0.5408 -1.0039 0.8548 -0.1 0.4 -0.5
C -1.6624 -0.2070 0.8621 0.3 -0.6 -0.1
C -1.9776 0.0450 2.1710 -0.4 -0.1 -0.2
C -0.9698 -0.5589 2.9682 -0.1 -0.1 0.1
C -0.1080 -1.2075 2.1237 0.2 0.2 0.6
H -0.1118 -1.3388 0.0104 0.2 0.0 0.1
H -2.0883 0.0872 -0.0817 -0.3 0.0 0.1
H -2.9218 0.4588 2.4881 0.3 0.4 0.1
H -0.8461 -0.4900 4.0365 -0.1 -0.1 0.0
H 0.7950 -1.7349 2.3751 0.0 -0.1 -0.3
N -2.3793 4.4358 6.2338 0.1 0.4 -0.4
C -1.4887 4.4326 5.1793 -0.6 -0.4 0.3
C -1.3900 3.1315 4.7809 0.7 -0.7 -0.8
C -2.2097 2.3124 5.5916 -0.5 0.8 0.2
C -2.8442 3.1722 6.4594 0.3 -0.4 0.5
H -2.6807 5.2668 6.7095 -0.1 -0.1 0.1
H -1.0909 5.3330 4.7493 0.1 0.1 0.2
H -0.7751 2.7325 3.9873 0.0 0.3 -0.1
H -2.3671 1.2506 5.5210 0.1 -0.1 0.0
H -3.4609 2.9476 7.3149 -0.2 0.1 -0.1
```
Positions in Å, forces in eV/Å.

Calculated values
Energy relative to the best compared isomer or geometry (same formula, charge and spin): 0.0 kcal/mol
Gap between HOMO and LUMO: 8.46 eV
F_max: 1.42 eV Å⁻¹
SMILES: c1cc[nH]c1.c1cc[nH]c1.COCCNCCOC.CCCC#N.CCCC#N
Net charge: 0

What are the Löwdin partial charges on each atom? They are as follows, in elementary charge units:
1. C -0.098
2. C -0.257
3. C -0.191
4. C -0.242
5. N 0.135
6. H 0.070
7. H 0.067
8. H 0.072
9. H 0.110
10. H 0.089
11. H 0.124
12. H 0.113
13. C -0.105
14. C -0.258
15. C -0.185
16. C -0.225
17. N 0.156
18. H 0.069
19. H 0.077
20. H 0.061
21. H 0.111
22. H 0.109
23. H 0.120
24. H 0.122
25. C -0.131
26. O -0.187
27. C -0.230
28. C -0.200
29. N -0.075
30. C -0.204
31. C -0.228
32. O -0.183
33. C -0.148
34. H 0.087
35. H 0.089
36. H 0.087
37. H 0.110
38. H 0.128
39. H 0.128
40. H 0.106
41. H 0.105
42. H 0.124
43. H 0.126
44. H 0.110
45. H 0.116
46. H 0.087
47. H 0.080
48. H 0.088
49. N 0.010
50. C -0.141
51. C -0.118
52. C -0.120
53. C -0.151
54. H 0.132
55. H 0.101
56. H 0.081
57. H 0.083
58. H 0.091
59. N -0.002
60. C -0.129
61. C -0.125
62. C -0.113
63. C -0.150
64. H 0.142
65. H 0.102
66. H 0.089
67. H 0.081
68. H 0.106

Record 3
The following is a quantum chemistry calculation of a 2-piece molecular cluster, C22H39N9OS2 overall in a non-equilibrium geometry, from the Open Molecules 2025 dataset.

XYZ file:
```
73
Properties=species:S:1:pos:R:3:forces:R:3
C -2.6750 5.6712 0.4455 -0.4 0.3 -0.2
N -3.2074 5.3759 -0.9399 0.9 -0.8 0.5
C -2.1246 4.9503 -1.8681 0.4 0.7 1.1
N -2.4207 3.7305 -2.6734 1.1 4.3 -4.4
C -2.2744 3.9246 -4.1186 -1.6 -5.9 2.3
N -2.5625 2.6339 -4.7198 0.3 2.2 4.6
C -2.8605 1.7754 -3.5844 0.7 2.3 -0.5
N -3.1651 0.4827 -3.7522 -0.3 -0.2 -0.3
C -3.5314 -0.5183 -2.7194 -0.2 -2.0 0.2
C -2.2428 -1.2540 -2.0337 -1.4 0.6 0.8
C -2.7092 -1.6679 -0.5456 -0.2 1.2 0.7
S -2.2380 -3.3915 -0.0404 0.4 1.3 1.5
C -1.7353 -3.2027 1.7449 0.5 -0.4 0.2
S -0.7335 -4.3780 2.3731 -1.7 1.9 -0.7
N -2.2221 -2.0118 2.4957 -0.9 3.4 1.8
C -3.5016 -1.7682 3.1390 -0.5 3.1 1.2
C -3.5365 -0.3354 3.7776 2.9 -4.4 -3.1
N -2.2207 0.2449 3.5092 -0.9 -5.0 -2.1
C -1.5034 -0.7589 2.7602 -1.5 1.7 1.3
N -2.7866 2.4656 -2.3223 0.3 -0.9 -2.7
C -2.9559 2.0844 -0.9058 -0.9 -0.6 2.2
C -4.4900 2.0713 -0.3942 -0.5 -1.1 2.5
N -4.7080 1.5955 0.8225 0.1 1.5 -3.5
H -3.6005 5.8654 1.1037 1.7 -0.1 -0.9
H -2.0588 4.8076 0.8871 -0.8 1.2 -0.5
H -2.0115 6.6125 0.3370 -1.2 -1.5 0.5
H -3.9860 4.7050 -0.8959 0.7 0.4 -0.1
H -1.1428 4.8175 -1.2934 -1.3 0.0 -0.7
H -1.9394 5.8090 -2.6233 -0.3 -1.7 1.0
H -1.9604 4.8932 -4.6546 -0.7 -1.9 1.2
H -3.1408 0.1383 -4.7327 0.1 0.7 1.2
H -4.0972 -1.3711 -3.2651 0.8 1.7 0.8
H -4.2768 -0.1334 -1.9270 1.4 -0.2 -1.3
H -1.9336 -2.1838 -2.6185 -0.2 1.6 0.6
H -1.4346 -0.4529 -1.9395 -0.7 -1.5 -0.3
H -3.8447 -1.5622 -0.3658 1.7 -0.1 -0.6
H -2.2145 -0.9109 0.1761 -0.8 -1.5 -0.9
H -4.3775 -2.4940 3.1426 1.7 0.9 -0.2
H -4.4173 0.1426 4.3390 1.8 -0.8 -1.0
H -0.4452 -0.5207 2.4003 -1.5 -0.9 0.5
H -2.5412 1.0341 -0.6466 -0.5 1.8 -0.8
H -2.3995 2.8019 -0.1858 -0.7 -1.0 -1.6
H -5.3843 2.4275 -1.0122 1.6 -0.3 0.3
H -5.7309 1.6519 1.0313 1.0 -0.1 -0.2
C 5.4578 -0.3070 2.1567 0.5 0.2 0.0
C 4.7167 -0.6037 0.8369 0.8 0.0 0.2
C 5.6498 -1.3822 -0.1188 0.0 0.0 -0.2
C 5.9305 -2.8275 0.2800 0.2 -0.1 -0.1
C 4.8052 -3.4662 1.0895 0.0 0.0 0.2
C 3.4187 -2.8100 0.9026 0.5 -0.1 0.0
N 3.5338 -1.3875 1.2327 -0.7 -0.1 0.0
O 2.3358 -0.7057 1.1206 -0.3 0.0 -0.2
C 2.4798 -3.4813 1.9266 -0.1 0.0 0.1
C 2.8849 -3.1174 -0.5111 -0.2 -0.1 -0.2
C 4.4435 0.7524 0.1481 -0.5 -0.1 0.1
H 4.8315 0.2771 2.8362 -0.1 -0.1 -0.2
H 6.3754 0.2686 1.9796 0.0 0.0 0.0
H 5.7430 -1.2224 2.6808 -0.1 0.0 -0.1
H 5.2153 -1.3840 -1.1247 -0.2 0.1 0.1
H 6.6078 -0.8558 -0.2247 -0.2 0.1 0.1
H 6.1137 -3.4130 -0.6281 0.0 0.1 0.0
H 6.8584 -2.8802 0.8594 -0.1 0.0 0.0
H 4.7598 -4.5363 0.8554 -0.2 0.1 0.0
H 5.0812 -3.4169 2.1493 -0.3 0.1 0.0
H 2.7875 -3.2547 2.9525 0.0 0.1 -0.2
H 2.4916 -4.5720 1.8141 0.1 0.0 -0.1
H 1.4452 -3.1557 1.8059 0.2 0.2 -0.1
H 2.8223 -4.2009 -0.6700 0.0 0.0 0.1
H 3.5188 -2.7136 -1.3048 0.0 0.0 0.1
H 1.8780 -2.7170 -0.6591 0.1 0.2 0.2
H 5.3839 1.2783 -0.0552 0.1 -0.3 0.1
H 3.8420 1.4181 0.7720 -0.1 -0.3 0.0
H 3.9309 0.6194 -0.8097 -0.1 -0.1 0.2
```
Positions in Å, forces in eV/Å.

Calculated values
Gap between HOMO and LUMO: 1.77 eV
F_max: 6.57 eV Å⁻¹
Net charge: 0

What are the Löwdin partial charges on each atom? They are as follows, in elementary charge units:
1. C -0.122
2. N -0.122
3. C -0.177
4. N -0.071
5. C 0.035
6. N 0.109
7. C -0.229
8. N 0.061
9. C -0.170
10. C -0.193
11. C -0.505
12. S 0.822
13. C -1.000
14. S 0.698
15. N -0.164
16. C -0.072
17. C -0.127
18. N -0.012
19. C -0.117
20. N 0.020
21. C -0.073
22. C -0.199
23. N 0.098
24. H 0.102
25. H 0.084
26. H 0.102
27. H 0.078
28. H 0.143
29. H 0.140
30. H 0.159
31. H 0.173
32. H 0.144
33. H 0.110
34. H 0.111
35. H 0.112
36. H 0.081
37. H 0.073
38. H 0.101
39. H 0.089
40. H 0.132
41. H 0.121
42. H 0.140
43. H 0.124
44. H 0.067
45. C -0.047
46. C -0.510
47. C -0.162
48. C -0.193
49. C -0.156
50. C -0.522
51. N -0.209
52. O -0.297
53. C -0.083
54. C -0.039
55. C -0.069
56. H 0.081
57. H 0.071
58. H 0.068
59. H 0.098
60. H 0.110
61. H 0.101
62. H 0.101
63. H 0.110
64. H 0.105
65. H 0.087
66. H 0.072
67. H -0.004
68. H 0.075
69. H 0.066
70. H 0.062
71. H 0.072
72. H 0.067
73. H 0.069